The ion C13H27N4O4 with charge +1. Source: the Open Molecules 2025 dataset; level of theory: ωB97M-V with the def2-TZVPD basis set.

```
! RIJCOSX wB97M-V def2-TZVPD def2/J DEFGRID3
* xyz 1 1
C -0.62 -1.55 4.31
N -0.53 -1.98 2.97
C -0.45 -1.23 1.87
O -0.47 -0.01 1.94
C -0.37 -1.92 0.44
N -0.34 -0.91 -0.56
C 0.58 0.07 -0.71
O 1.63 -0.02 -0.06
C 0.37 1.26 -1.64
C 1.11 2.57 -1.60
C 1.74 2.92 -0.22
C 0.97 3.08 1.13
C 1.76 2.67 2.39
N 2.08 1.23 2.27
N -0.04 0.97 -3.04
C -1.20 0.47 -3.54
C -1.30 0.26 -5.05
O -2.17 0.20 -2.88
C -1.59 -2.81 0.25
C -1.39 -3.70 -1.05
O -1.69 -3.73 1.32
H -1.20 -0.66 4.41
H 0.41 -1.39 4.69
H -1.07 -2.38 4.88
H -0.82 -3.00 2.92
H 0.68 -2.35 0.41
H -1.21 -0.88 -1.04
H -0.50 1.68 -1.27
H 0.43 3.42 -2.05
H 1.96 2.53 -2.40
H 2.19 3.87 -0.47
H 2.55 2.24 -0.11
H 0.71 4.12 1.21
H 0.01 2.58 1.13
H 2.60 3.38 2.29
H 1.18 3.01 3.31
H 2.81 0.98 2.93
H 1.30 0.62 2.42
H 2.21 0.97 1.30
H 0.68 1.00 -3.74
H -1.46 1.25 -5.45
H -0.38 -0.10 -5.57
H -2.22 -0.36 -5.30
H -2.62 -2.23 0.21
H -0.43 -4.13 -1.18
H -2.05 -4.50 -1.18
H -1.64 -2.99 -1.90
H -2.22 -4.50 1.04
*
```

Summary:
* HOMO-LUMO gap: 0.373 hartree
* E: -28063.294 eV
* SMILES: CNC(=O)[C@H](NC(=O)[C@@H](CCCC[NH3+])NC(C)=O)[C@@H](C)O
* molecular weight: 303.383 g mol⁻¹

=====

A structure of composition C31H44N5O2S3Sc. Source: the Open Molecules 2025 dataset; level of theory: ωB97M-V with the def2-TZVPD basis set.

```
! RIJCOSX wB97M-V def2-TZVPD def2/J DEFGRID3
* xyz 0 1
Sc -0.31 -0.27 -0.28
C -0.48 1.78 1.30
C 0.56 1.20 2.05
C 0.09 -0.08 2.52
C -1.23 -0.22 2.02
C -1.63 0.95 1.30
C -3.06 1.48 1.15
C -3.22 2.63 2.16
C -4.09 0.39 1.48
C -3.36 2.03 -0.25
C 0.63 -1.08 3.55
C 0.80 -0.38 4.91
C -0.39 -2.21 3.78
C 1.94 -1.77 3.14
C 1.78 2.08 2.37
C 1.49 2.91 3.63
C 2.03 3.09 1.24
C 3.09 1.32 2.59
H -0.49 2.80 0.93
H -1.91 -1.01 2.30
H -2.98 2.28 3.17
H -4.24 3.01 2.16
H -2.55 3.45 1.91
H -4.05 0.14 2.54
H -3.92 -0.51 0.90
H -5.10 0.75 1.26
H -2.53 2.63 -0.62
H -4.26 2.64 -0.23
H -3.53 1.21 -0.95
H -0.07 0.25 5.11
H 1.69 0.24 4.94
H 0.88 -1.12 5.70
H -1.32 -1.83 4.19
H 0.03 -2.92 4.50
H -0.59 -2.75 2.86
H 2.59 -1.12 2.58
H 1.72 -2.63 2.52
H 2.46 -2.12 4.02
H 0.57 3.48 3.51
H 2.30 3.61 3.81
H 1.38 2.28 4.51
H 1.28 3.88 1.23
H 2.01 2.60 0.27
H 3.00 3.56 1.37
H 3.05 0.71 3.49
H 3.91 2.03 2.72
H 3.32 0.69 1.74
O -1.11 0.77 -1.76
N -1.84 0.27 -2.73
C -1.89 0.91 -3.90
C -2.67 0.47 -4.94
C -3.42 -0.69 -4.78
C -3.36 -1.35 -3.58
C -2.57 -0.87 -2.52
S -2.50 -1.66 -1.03
H -1.27 1.80 -3.95
H -2.70 1.03 -5.87
H -4.03 -1.07 -5.58
H -3.92 -2.26 -3.39
O 0.37 -1.39 -2.13
N 0.41 -2.68 -2.35
C 0.37 -3.13 -3.61
C 0.40 -4.48 -3.90
C 0.47 -5.39 -2.84
C 0.51 -4.92 -1.56
C 0.47 -3.54 -1.29
S 0.54 -2.92 0.28
H 0.31 -2.36 -4.36
H 0.35 -4.81 -4.92
H 0.48 -6.45 -3.04
H 0.56 -5.57 -0.70
C 2.24 1.82 -4.65
C 2.30 2.32 -3.21
C 2.42 1.21 -2.23
N 1.62 1.02 -1.25
N 1.92 -0.04 -0.47
C 2.98 -0.70 -0.87
N 3.44 -1.78 -0.24
S 3.71 0.01 -2.30
H 2.10 2.65 -5.34
H 1.42 1.12 -4.78
H 3.17 1.31 -4.91
H 1.40 2.88 -2.96
H 3.16 2.98 -3.10
H 2.74 -2.27 0.32
H 4.15 -2.34 -0.68
*
```

Summary:
* HOMO-LUMO gap: 0.265 hartree
* E: -97615.015 eV
* molecular weight: 659.883 g mol⁻¹

=====

A structure of composition C21H30CdGeN4PSe2. Source: the Open Molecules 2025 dataset; level of theory: ωB97M-V with the def2-TZVPD basis set.

```
! RIJCOSX wB97M-V def2-TZVPD def2/J DEFGRID3
* xyz -1 1
Cd -0.76 2.44 -0.09
Se -0.69 0.68 2.62
P -1.79 -0.85 1.56
Se -1.86 -0.89 -0.58
C -3.51 -0.85 2.21
C -3.74 -0.61 3.56
C -5.03 -0.56 4.06
C -6.11 -0.73 3.20
C -5.89 -0.97 1.85
C -4.59 -1.03 1.36
C -1.08 -2.45 2.17
C -0.78 -2.59 3.53
C -0.13 -3.73 3.98
C 0.23 -4.73 3.08
C -0.08 -4.60 1.74
C -0.74 -3.46 1.29
H -2.90 -0.43 4.22
H -5.21 -0.36 5.11
H -7.13 -0.66 3.58
H -6.73 -1.09 1.18
H -4.42 -1.21 0.31
H -1.02 -1.80 4.22
H 0.11 -3.83 5.03
H 0.77 -5.61 3.43
H 0.21 -5.37 1.04
H -0.99 -3.35 0.24
C -1.99 5.28 -3.96
Ge -1.25 3.79 -2.85
C -1.05 2.29 -4.18
C 0.64 4.36 -2.59
C -2.19 3.67 -1.16
H -1.39 5.44 -4.85
H -2.01 6.20 -3.37
H -3.02 5.07 -4.28
H -0.43 2.61 -5.03
H -2.02 1.97 -4.57
H -0.58 1.43 -3.71
H 1.05 4.86 -3.47
H 1.27 3.49 -2.37
H 0.72 5.04 -1.74
H -3.01 2.93 -1.28
C 4.36 -2.17 -0.21
C 5.23 -1.11 -0.89
C 5.88 -0.20 0.15
C 4.43 -0.30 -1.92
N 3.25 0.33 -1.36
C 1.98 -0.11 -1.31
N 1.26 0.79 -0.70
N 2.11 1.79 -0.38
N 3.30 1.53 -0.77
H 4.96 -2.77 0.48
H 3.92 -2.85 -0.95
H 3.56 -1.71 0.36
H 6.02 -1.62 -1.45
H 5.12 0.38 0.68
H 6.57 0.50 -0.32
H 6.43 -0.79 0.88
H 4.10 -0.95 -2.73
H 5.05 0.49 -2.33
H 1.61 -1.04 -1.71
*
```

Summary:
* HOMO-LUMO gap: 0.200 hartree
* E: -229285.286 eV
* molecular weight: 712.415 g mol⁻¹

=====

A cluster of 3 separate species, C3H12NO3 in total. Source: the Open Molecules 2025 dataset; level of theory: ωB97M-V with the def2-TZVPD basis set.

```
! RIJCOSX wB97M-V def2-TZVPD def2/J DEFGRID3
* xyz 0 2
O -0.23 2.02 -2.11
C 0.68 1.76 -1.30
C 0.42 0.96 -0.02
C 1.03 1.43 1.24
N -1.13 0.73 0.27
H 1.66 1.74 -1.61
H 0.76 -0.13 -0.28
H 1.05 0.77 2.18
H 0.92 2.49 1.57
H 2.09 1.71 0.94
H -1.35 0.69 1.25
H -1.37 -0.15 -0.21
H -1.70 1.31 -0.15
H -1.48 -2.24 2.44
H -2.65 -2.99 1.53
O -1.92 -2.26 1.58
H 0.86 -2.68 -1.71
H 1.41 -2.91 -3.05
O 0.95 -2.24 -2.55
*
```

Summary:
* <S²>: 0.75
* HOMO-LUMO gap (alpha / beta): 0.139 / 0.280 hartree
* E: -10933.552 eV
* molecular weight: 110.133 g mol⁻¹

=====

An isolated molecule of C4H8O3. Source: the Open Molecules 2025 dataset; level of theory: ωB97M-V with the def2-TZVPD basis set.

```
! RIJCOSX wB97M-V def2-TZVPD def2/J DEFGRID3
* xyz 0 1
C -0.82 -1.09 1.07
C 0.20 -0.59 0.37
C 1.62 -0.51 0.85
O 2.22 0.71 0.50
O 0.05 -0.04 -0.86
C -1.22 0.58 -1.10
O -1.11 1.43 -2.17
H -1.81 -1.19 0.66
H -0.64 -1.43 2.08
H 1.62 -0.57 1.94
H 2.21 -1.36 0.48
H 2.02 0.85 -0.44
H -1.51 1.08 -0.17
H -1.97 -0.17 -1.34
H -0.86 2.30 -1.86
*
```

Summary:
* HOMO-LUMO gap: 0.368 hartree
* E: -10418.813 eV
* SMILES: C=C(CO)OCO
* molecular weight: 104.105 g mol⁻¹

=====

A structure of composition C31H38BeNO2. Source: the Open Molecules 2025 dataset; level of theory: ωB97M-V with the def2-TZVPD basis set.

```
! RIJCOSX wB97M-V def2-TZVPD def2/J DEFGRID3
* xyz -1 1
O -1.72 4.98 -1.91
C -0.59 5.80 -2.38
C -1.40 7.06 -2.56
H -0.15 5.41 -3.31
H 0.19 5.88 -1.60
C -2.55 6.17 -2.03
H -1.51 7.37 -3.61
H -1.08 7.87 -1.90
C -3.67 5.96 -3.04
H -3.26 5.62 -4.00
H -4.19 6.91 -3.21
H -4.38 5.22 -2.65
C -3.06 6.65 -0.69
H -2.23 6.79 0.02
H -3.79 5.93 -0.28
H -3.57 7.62 -0.82
Be -0.01 -2.52 1.41
C 0.40 -1.91 3.13
C 1.85 -1.71 2.99
C 2.08 -0.39 2.58
H 2.60 -2.45 3.27
C 0.83 0.29 2.52
C -0.19 -0.61 2.87
H -1.24 -0.37 3.02
H -0.08 -2.72 3.69
H 3.06 0.05 2.38
H 0.70 1.35 2.30
C -1.82 -3.26 1.14
C -2.65 -2.19 1.63
C -2.59 -1.12 0.72
H -3.30 -2.22 2.51
C -1.70 -1.45 -0.33
C -1.22 -2.77 -0.10
H -0.73 -3.39 -0.85
H -1.88 -4.31 1.43
H -3.21 -0.23 0.74
H -1.50 -0.83 -1.19
O -0.47 1.15 -1.01
C -1.14 2.06 -0.09
C -0.34 3.35 -0.03
H -1.24 1.55 0.89
H -2.15 2.21 -0.48
C 0.49 3.26 -1.32
H 0.34 3.33 0.82
H -0.96 4.24 -0.01
C 0.78 1.78 -1.36
H 1.37 3.90 -1.36
H -0.16 3.50 -2.17
H 1.55 1.56 -0.58
H 1.12 1.38 -2.33
C 4.41 -1.90 -1.18
C 3.22 -1.18 -1.07
C 2.10 -1.75 -0.48
C 2.20 -3.05 0.08
C 3.39 -3.79 -0.07
C 4.50 -3.21 -0.68
N 1.16 -3.56 0.84
C 1.00 -4.94 1.02
C 1.12 -5.82 -0.07
C 0.90 -7.18 0.11
C 0.65 -7.70 1.39
C 0.59 -6.83 2.48
C 0.73 -5.45 2.31
H 5.28 -1.45 -1.66
H 3.15 -0.15 -1.44
H 1.15 -1.20 -0.43
H 3.44 -4.82 0.32
H 5.43 -3.77 -0.75
H 1.36 -5.40 -1.05
H 0.94 -7.84 -0.76
H 0.54 -8.78 1.54
H 0.43 -7.23 3.49
H 0.68 -4.76 3.15
*
```

Summary:
* HOMO-LUMO gap: 0.207 hartree
* E: -38749.737 eV
* molecular weight: 465.662 g mol⁻¹

=====

An isolated molecule of C4H4Cl2. Source: the Open Molecules 2025 dataset; level of theory: ωB97M-V with the def2-TZVPD basis set.

```
! RIJCOSX wB97M-V def2-TZVPD def2/J DEFGRID3
* xyz 0 1
C -0.35 -0.53 0.81
C 0.48 0.66 -0.89
C -0.55 -0.56 -0.66
C -0.61 0.68 -0.02
Cl -1.30 -1.39 -1.94
Cl -3.14 -1.24 -3.65
H -1.04 -0.93 1.46
H 0.72 -0.86 1.22
H 1.41 0.49 -0.42
H 0.49 0.94 -1.93
*
```

Summary:
* HOMO-LUMO gap (alpha / beta): 0.233 / 0.314 hartree
* E: -29250.681 eV
* molecular weight: 122.982 g mol⁻¹

=====

A structure of composition C2Na10O6. Source: the Open Molecules 2025 dataset; level of theory: ωB97M-V with the def2-TZVPD basis set.

```
! RIJCOSX wB97M-V def2-TZVPD def2/J DEFGRID3
* xyz 7 2
Na 17.16 -3.87 12.76
Na 15.09 -5.89 11.74
Na 16.10 -0.67 12.81
Na 16.63 -1.11 9.20
Na 13.85 -3.05 14.44
Na 17.67 -3.99 9.08
Na 12.17 -4.02 10.55
Na 12.74 -0.86 8.73
Na 12.94 -0.52 11.86
Na 14.50 -3.75 8.06
C 10.83 -3.42 8.05
O 10.46 -4.28 7.27
O 10.05 -2.59 8.60
O 12.03 -3.38 8.33
C 14.88 -2.91 10.77
O 15.37 -4.03 10.39
O 14.97 -2.58 11.95
O 14.21 -2.27 10.01
*
```

Summary:
* <S²>: 1.73
* HOMO-LUMO gap (alpha / beta): 0.350 / 0.111 hartree
* E: -58424.568 eV
* molecular weight: 349.916 g mol⁻¹

=====

A structure of composition C31H37Br2MnN3OSe. Source: the Open Molecules 2025 dataset; level of theory: ωB97M-V with the def2-TZVPD basis set.

```
! RIJCOSX wB97M-V def2-TZVPD def2/J DEFGRID3
* xyz 1 5
Mn 1.29 0.77 0.39
C 2.25 3.62 -1.42
C 2.50 3.74 0.05
C 3.12 4.87 0.61
C 3.32 4.94 1.96
C 2.91 3.89 2.80
C 3.06 3.84 4.21
Br 3.86 5.28 5.12
C 2.62 2.76 4.92
C 2.03 1.66 4.27
Br 1.43 0.21 5.28
C 1.85 1.66 2.90
O 1.27 0.67 2.24
C 2.29 2.79 2.17
N 2.09 2.74 0.82
H 2.74 4.42 -1.97
H 1.18 3.66 -1.63
H 2.62 2.66 -1.79
H 3.44 5.67 -0.04
H 3.81 5.81 2.39
H 2.74 2.73 5.99
C 4.63 -2.36 -2.29
C 4.74 -2.00 -0.80
C 6.06 -1.26 -0.53
C 4.67 -3.27 0.05
C 3.62 -1.12 -0.43
C 2.69 -0.40 -0.12
H 5.46 -3.01 -2.57
H 4.68 -1.46 -2.91
H 3.69 -2.88 -2.50
H 6.90 -1.91 -0.80
H 6.15 -0.99 0.52
H 6.12 -0.35 -1.13
H 5.50 -3.93 -0.21
H 3.74 -3.81 -0.12
H 4.74 -3.04 1.11
C -5.10 -1.32 -4.51
C -4.69 -0.36 -3.40
C -3.24 0.11 -3.53
C -2.21 -0.95 -3.16
N -2.26 -1.29 -1.73
C -1.69 -0.58 -0.75
Se -0.73 1.01 -1.03
N -1.96 -1.17 0.43
C -1.61 -0.72 1.79
C -2.82 -0.11 2.51
C -3.25 1.25 1.95
C -2.28 2.38 2.29
C -2.72 -2.31 0.19
C -3.23 -3.27 1.06
C -3.94 -4.30 0.49
C -4.14 -4.38 -0.90
C -3.63 -3.43 -1.75
C -2.91 -2.38 -1.18
H -6.15 -1.62 -4.41
H -4.51 -2.24 -4.51
H -4.98 -0.86 -5.49
H -4.86 -0.81 -2.42
H -5.34 0.52 -3.44
H -3.07 0.99 -2.90
H -3.04 0.42 -4.56
H -1.21 -0.61 -3.38
H -2.37 -1.88 -3.70
H -0.81 0.00 1.72
H -1.23 -1.58 2.32
H -2.54 0.00 3.56
H -3.64 -0.82 2.47
H -4.23 1.49 2.36
H -3.38 1.18 0.86
H -2.13 2.45 3.37
H -2.66 3.34 1.93
H -1.30 2.23 1.83
H -3.08 -3.21 2.13
H -4.36 -5.07 1.12
H -4.70 -5.21 -1.30
H -3.78 -3.50 -2.82
*
```

Summary:
* <S²>: 6.17
* HOMO-LUMO gap (alpha / beta): 0.204 / 0.275 hartree
* E: -276012.294 eV
* molecular weight: 761.363 g mol⁻¹

=====

A structure of composition C29H42BN6O2RuS3. Source: the Open Molecules 2025 dataset; level of theory: ωB97M-V with the def2-TZVPD basis set.

```
! RIJCOSX wB97M-V def2-TZVPD def2/J DEFGRID3
* xyz 3 1
Ru -1.67 1.31 2.96
C -3.73 3.44 -1.37
C -2.38 2.78 -1.20
C -1.37 2.89 -2.13
C -0.11 2.31 -1.94
N 0.16 1.58 -0.85
N -0.83 1.48 0.03
B -0.62 0.51 1.24
N -1.28 -0.85 0.88
N -1.13 -1.23 -0.41
C -1.62 -2.40 -0.73
C -2.29 -3.20 0.23
C -2.44 -2.79 1.52
C -3.15 -3.62 2.58
C -1.90 -1.54 1.80
S -2.04 -0.84 3.43
C -1.46 -2.87 -2.17
C -2.86 -3.08 -2.75
C -0.69 -1.86 -3.00
C -0.68 -4.20 -2.16
N 0.88 0.27 1.54
N 1.48 -0.65 0.80
C 2.73 -0.96 1.13
C 3.38 -0.28 2.17
C 2.74 0.69 2.92
C 3.39 1.42 4.08
C 1.41 0.89 2.57
S 0.33 1.93 3.53
C 3.35 -2.12 0.35
C 3.39 -1.75 -1.14
C 4.76 -2.42 0.85
C 2.44 -3.35 0.53
C -2.01 2.06 -0.07
S -3.05 1.94 1.36
C 1.00 2.55 -2.96
C 0.46 2.27 -4.37
C 1.40 4.03 -2.83
C 2.21 1.66 -2.70
H -3.78 3.95 -2.33
H -3.91 4.17 -0.58
H -4.53 2.71 -1.33
H -1.55 3.46 -3.03
H -2.71 -4.15 -0.07
H -3.57 -4.52 2.15
H -3.96 -3.05 3.04
H -2.46 -3.92 3.37
H -3.46 -2.16 -2.71
H -3.42 -3.87 -2.22
H -2.78 -3.39 -3.79
H -1.26 -0.93 -3.13
H -0.51 -2.28 -3.99
H 0.28 -1.60 -2.56
H -1.22 -5.00 -1.65
H 0.31 -4.09 -1.69
H -0.52 -4.53 -3.19
H 4.40 -0.55 2.43
H 4.41 1.06 4.22
H 2.85 1.26 5.01
H 3.43 2.49 3.88
H 4.02 -0.88 -1.33
H 2.38 -1.55 -1.53
H 3.80 -2.60 -1.70
H 5.44 -1.58 0.71
H 5.15 -3.25 0.26
H 4.78 -2.73 1.90
H 1.40 -3.13 0.28
H 2.48 -3.73 1.56
H 2.78 -4.16 -0.13
H -0.27 3.02 -4.70
H 0.00 1.28 -4.45
H 1.29 2.31 -5.08
H 0.57 4.71 -3.04
H 2.19 4.25 -3.56
H 1.79 4.26 -1.83
H 1.97 0.60 -2.88
H 2.59 1.75 -1.68
H 3.00 1.94 -3.40
C -2.95 4.80 5.30
O -2.29 4.05 4.14
C -2.36 2.80 4.18
O -2.80 1.93 4.88
H -2.34 5.68 5.42
H -2.93 4.15 6.16
H -3.95 5.03 4.96
*
```

Summary:
* HOMO-LUMO gap (alpha / beta): 0.225 / 0.225 hartree
* E: -79530.193 eV
* molecular weight: 714.778 g mol⁻¹